Entry 1:
C3H3IrO as an isolated structure. Source: the OMol25 dataset; level of theory: ωB97M-V/def2-TZVPD.

```
8
Properties=species:S:1:pos:R:3:forces:R:3
H 1.0611 -1.3052 -0.9749 0.2 -0.5 0.2
O -0.3468 -1.1354 1.1423 -1.7 0.1 -0.1
C 1.0393 -0.2639 -0.6473 1.4 -0.1 -2.4
C -0.1525 0.4084 -0.5189 0.0 0.8 0.5
C -0.9217 -0.2659 0.5271 0.5 -0.4 1.9
H 1.9816 0.2872 -0.6107 0.5 0.1 0.2
H -0.2785 1.4783 -0.6708 -0.3 0.2 -0.7
Ir -2.3825 0.7964 1.7531 -0.8 -0.2 0.4
```
Positions in Å, forces in eV/Å.

The calculation puts the energy above the lowest of the compared OMol25 structures with the same formula, charge and spin at 0.000 eV. Its total charge is +3. For the HOMO energy (alpha / beta), the calculation gives -27.526 / -28.543 eV. The expectation value of S² is 8.78. As for the spin multiplicity: 6. The calculation puts the HOMO-LUMO gap (alpha / beta) at 9.933 / 8.281 eV.

Entry 2:
One molecule with the formula C5H9Cl. Source: the OMol25 dataset; level of theory: ωB97M-V/def2-TZVPD.

```
15
Properties=species:S:1:pos:R:3:forces:R:3
C 1.6598 -1.0353 -0.1575 0.7 2.8 0.4
C 0.5928 -0.0259 0.1755 1.3 3.5 -1.1
C 0.9046 1.2984 0.0406 -0.6 -1.3 0.3
C -0.8177 -0.1983 0.6397 0.7 -4.3 1.4
C -1.7977 0.2273 -0.3820 -0.1 0.0 -2.2
H 1.5494 -1.9487 0.2814 -0.1 -2.4 1.6
H 2.6432 -0.5653 0.0198 -0.3 -0.3 1.0
H 1.8812 -1.2179 -1.1549 -0.8 -0.4 -2.5
H 0.0666 2.0064 0.2711 1.4 -0.2 -0.3
H 1.9133 1.6133 -0.2642 -0.7 0.2 0.2
H -0.8995 0.3782 1.5564 -0.4 -0.2 0.2
H -0.9083 -1.3559 0.8980 -0.4 2.4 -0.3
H -1.6687 -0.3076 -1.3644 0.3 0.6 1.0
H -1.6283 1.3098 -0.5726 -0.8 -0.7 0.1
Cl -3.4907 -0.1785 0.0131 -0.1 0.4 0.3
```
Positions in Å, forces in eV/Å.

The calculation puts the energy above the lowest of the compared OMol25 structures with the same formula, charge and spin at 1.394 eV. Its total charge is 0. For the HOMO energy, the calculation gives -9.322 eV. As for the spin multiplicity: 1. The calculation puts the HOMO-LUMO gap at 10.260 eV.

Entry 3:
One molecule with the formula C4H7NO2. Source: the OMol25 dataset; level of theory: ωB97M-V/def2-TZVPD.

```
14
Properties=species:S:1:pos:R:3:forces:R:3
O 1.9248 1.0138 0.9531 0.1 0.0 0.3
C 0.5685 0.8665 0.6427 -0.3 0.1 0.0
C 0.3356 0.6494 -0.8664 0.1 0.1 -0.2
N -0.4498 -0.5314 -0.5207 -0.3 -0.3 -0.2
C -0.0911 -0.5186 0.8888 0.0 -0.1 0.2
C -1.4109 -1.2394 -1.1507 0.1 0.1 0.1
O -2.0670 -2.1184 -0.6258 0.1 0.2 -0.1
H 2.0123 1.1278 1.9080 0.1 0.0 -0.2
H -0.0390 1.6901 1.0448 0.2 -0.2 -0.1
H -0.2057 1.4333 -1.4064 0.1 -0.1 0.1
H 1.2730 0.4091 -1.3818 -0.1 0.1 0.0
H -0.9475 -0.5625 1.5691 0.1 0.0 -0.1
H 0.6389 -1.2929 1.1519 -0.1 0.1 0.0
H -1.5420 -0.9268 -2.2065 0.0 -0.1 0.1
```
Positions in Å, forces in eV/Å.

The calculation puts the energy above the lowest of the compared OMol25 structures with the same formula, charge and spin at 1.657 eV. Its total charge is 0. For the HOMO energy, the calculation gives -9.395 eV. As for the spin multiplicity: 1. The calculation puts the HOMO-LUMO gap at 10.011 eV.

Entry 4:
One molecule with the formula C5H6N2O. Source: the OMol25 dataset; level of theory: ωB97M-V/def2-TZVPD.

```
14
Properties=species:S:1:pos:R:3:forces:R:3
C 1.6010 -0.4418 0.1170 4.5 1.7 -0.2
C 1.0233 1.0070 -0.0100 1.1 -1.1 0.1
C -0.3220 0.5532 -0.3673 -3.9 2.2 1.5
C -1.6507 -1.2605 0.1190 -3.5 1.5 -2.9
C -0.4559 -0.7720 -0.2942 1.5 -0.9 0.6
H 1.9068 -0.5266 1.1254 0.9 -0.4 1.2
H 2.5052 -0.6355 -0.5615 -1.1 0.5 0.9
H 1.2995 1.6321 0.8447 -1.1 -0.4 0.5
H 1.6004 1.4666 -0.7419 0.5 1.1 -2.0
H -2.0207 1.7785 0.1018 -1.5 3.4 0.3
H -2.0635 -2.1861 -0.2930 0.0 -0.1 1.3
N -1.6259 0.9381 -0.0376 0.6 -5.1 -0.8
N -2.4687 -0.1723 0.0902 1.2 1.5 0.7
O 0.6714 -1.3808 -0.0927 1.0 -3.8 -1.0
```
Positions in Å, forces in eV/Å.

The calculation puts the energy above the lowest of the compared OMol25 structures with the same formula, charge and spin at 3.315 eV. Its total charge is 0. For the HOMO energy, the calculation gives -8.141 eV. As for the spin multiplicity: 1. The calculation puts the HOMO-LUMO gap at 9.032 eV.

The following E values (in a.u.) correspond, in order, to the records above: -293.87345 -656.04659 -361.81997 -378.74911.
The following maximum force values (in hartree/bohr) correspond, in order, to the records above: 0.0548 0.0883 0.0086 0.1016.